[1]
ORCA calculation (ωB97M-V with the def2-TZVPD basis set) on a structure of composition C88H176N9O19 in a non-equilibrium geometry.

```
292
Properties=species:S:1:pos:R:3:lowdin_charge:R:1
C 0.40 3.85 -0.62 -0.08
C 0.33 2.93 -1.89 -0.26
C -0.37 1.65 -1.64 -0.20
C 0.37 0.74 -0.61 -0.05
N -0.32 -0.67 -0.46 -0.17
C -0.12 -1.56 -1.76 -0.06
C 1.29 -2.12 -1.66 -0.14
C 1.60 -2.17 -0.16 -0.14
C 0.50 -1.46 0.57 -0.11
C -1.86 -0.55 -0.10 -0.10
C -2.16 0.23 1.19 -0.22
C -3.67 0.47 1.57 -0.07
H 1.19 3.61 0.08 0.07
H -0.61 3.75 -0.22 0.07
H 0.63 4.87 -0.94 0.07
H 1.32 2.77 -2.32 0.11
H -0.18 3.57 -2.61 0.11
H -0.58 1.08 -2.54 0.11
H -1.38 1.88 -1.28 0.10
H 0.41 1.13 0.41 0.13
H 1.36 0.45 -0.94 0.13
H -0.92 -2.29 -1.62 0.13
H -0.37 -1.01 -2.67 0.12
H 1.39 -3.09 -2.16 0.13
H 1.95 -1.42 -2.18 0.11
H 1.62 -3.22 0.14 0.13
H 2.58 -1.71 -0.04 0.12
H -0.22 -2.16 0.98 0.13
H 0.74 -0.79 1.40 0.13
H -2.30 -1.54 -0.02 0.13
H -2.41 -0.06 -0.90 0.12
H -1.84 1.25 0.99 0.09
H -1.51 -0.09 2.00 0.11
H -4.16 1.12 0.84 0.07
H -3.77 0.96 2.53 0.08
H -4.18 -0.49 1.53 0.07
C 4.83 6.42 -7.02 -0.07
C 4.45 6.51 -8.55 -0.23
C 3.52 5.39 -8.93 -0.21
C 4.20 3.99 -8.97 -0.10
N 3.36 2.94 -9.70 -0.17
C 2.04 2.77 -8.93 -0.11
C 1.51 1.39 -9.34 -0.14
C 2.75 0.50 -9.60 -0.16
C 3.90 1.45 -9.52 -0.06
C 3.03 3.38 -11.19 -0.08
C 4.22 3.96 -11.94 -0.26
C 3.82 4.55 -13.24 -0.09
H 4.03 6.31 -6.29 0.08
H 5.39 7.31 -6.72 0.07
H 5.50 5.57 -6.89 0.07
H 5.22 6.58 -9.31 0.11
H 3.89 7.41 -8.79 0.11
H 3.18 5.64 -9.93 0.11
H 2.62 5.40 -8.32 0.12
H 4.38 3.60 -7.97 0.13
H 5.15 4.00 -9.50 0.13
H 1.37 3.62 -9.03 0.14
H 2.30 2.57 -7.89 0.14
H 1.00 1.53 -10.29 0.11
H 0.87 0.98 -8.56 0.12
H 2.66 0.10 -10.61 0.11
H 2.84 -0.41 -9.01 0.13
H 4.59 1.36 -10.36 0.13
H 4.32 1.32 -8.52 0.14
H 2.16 4.02 -11.04 0.13
H 2.56 2.56 -11.75 0.13
H 5.01 3.20 -11.97 0.12
H 4.75 4.75 -11.42 0.10
H 3.23 3.82 -13.80 0.08
H 4.59 5.01 -13.86 0.09
H 3.20 5.42 -13.02 0.09
C -0.49 13.41 -0.84 -0.09
C -1.14 14.78 -0.54 -0.25
C -1.40 14.97 0.97 -0.18
C -2.23 16.30 1.30 -0.03
N -2.18 16.74 2.85 -0.17
C -0.91 17.53 3.15 -0.10
C -1.15 18.93 2.63 -0.15
C -2.60 19.13 2.90 -0.17
C -3.22 17.80 3.28 -0.08
C -2.40 15.50 3.81 -0.12
C -3.82 14.92 3.70 -0.19
C -4.21 13.94 4.91 -0.06
H 0.03 13.33 -1.80 0.08
H -1.26 12.66 -0.76 0.08
H 0.29 13.11 -0.13 0.07
H -2.06 14.82 -1.13 0.11
H -0.58 15.63 -0.92 0.11
H -0.41 14.96 1.42 0.11
H -1.95 14.10 1.34 0.10
H -3.25 16.09 1.00 0.13
H -1.81 17.13 0.73 0.12
H -0.82 17.34 4.22 0.13
H -0.05 17.05 2.68 0.13
H -0.59 19.70 3.16 0.13
H -0.88 18.92 1.58 0.12
H -2.78 19.95 3.60 0.13
H -3.05 19.53 2.00 0.12
H -3.36 17.66 4.35 0.14
H -4.16 17.62 2.74 0.13
H -2.19 15.84 4.82 0.12
H -1.64 14.74 3.64 0.13
H -3.83 14.34 2.77 0.10
H -4.56 15.71 3.59 0.09
H -4.16 14.32 5.93 0.07
H -3.76 12.95 4.89 0.07
H -5.24 13.64 4.77 0.07
C -2.59 4.17 9.20 -0.10
C -2.35 4.04 10.72 -0.21
C -1.93 2.54 11.14 -0.17
C -0.48 2.11 10.91 -0.07
N -0.29 0.62 11.38 -0.16
C -0.38 0.47 12.94 -0.11
C 0.90 0.02 13.50 -0.18
C 1.58 -0.66 12.33 -0.14
C 1.11 0.15 11.09 -0.10
C -1.36 -0.42 10.68 -0.09
C -1.42 -0.34 9.17 -0.21
C -2.57 -1.23 8.56 -0.06
H -1.64 3.85 8.76 0.07
H -2.77 5.20 8.89 0.07
H -3.39 3.65 8.66 0.07
H -3.25 4.36 11.26 0.10
H -1.60 4.74 11.09 0.10
H -2.56 1.93 10.49 0.09
H -2.23 2.56 12.19 0.11
H 0.23 2.59 11.58 0.14
H -0.12 2.15 9.88 0.14
H -1.19 -0.25 13.10 0.13
H -0.63 1.43 13.38 0.13
H 0.53 -0.67 14.26 0.13
H 1.49 0.75 14.06 0.13
H 1.32 -1.72 12.29 0.12
H 2.66 -0.67 12.49 0.12
H 1.18 -0.56 10.26 0.13
H 1.75 1.01 10.88 0.14
H -2.26 0.02 11.12 0.11
H -1.27 -1.44 11.05 0.13
H -0.47 -0.36 8.64 0.12
H -1.77 0.69 9.08 0.08
H -3.52 -0.70 8.70 0.07
H -2.62 -2.22 9.02 0.07
H -2.50 -1.38 7.49 0.08
C -6.04 -7.67 -0.99 -0.12
C -5.55 -8.57 0.16 -0.20
C -4.34 -9.56 -0.25 -0.17
C -4.64 -10.51 -1.45 -0.07
N -3.66 -11.77 -1.55 -0.17
C -3.93 -12.85 -0.48 -0.07
C -3.81 -14.24 -1.19 -0.13
C -3.44 -13.97 -2.63 -0.18
C -4.01 -12.63 -2.80 -0.12
C -2.15 -11.27 -1.41 -0.08
C -1.68 -10.36 -2.59 -0.22
C -0.16 -10.28 -2.58 -0.08
H -6.59 -8.19 -1.77 0.06
H -5.37 -7.05 -1.58 0.08
H -6.80 -6.93 -0.72 0.07
H -6.43 -9.13 0.48 0.10
H -5.18 -7.97 0.99 0.10
H -3.97 -10.05 0.65 0.10
H -3.46 -8.92 -0.32 0.10
H -4.56 -9.89 -2.34 0.13
H -5.66 -10.92 -1.41 0.13
H -3.34 -12.57 0.39 0.13
H -4.96 -12.63 -0.20 0.12
H -3.07 -14.95 -0.85 0.12
H -4.80 -14.71 -1.18 0.12
H -2.36 -13.97 -2.72 0.12
H -3.85 -14.72 -3.31 0.14
H -3.64 -12.13 -3.69 0.13
H -5.10 -12.69 -2.90 0.14
H -1.58 -12.19 -1.28 0.12
H -2.10 -10.82 -0.42 0.12
H -2.10 -9.37 -2.41 0.11
H -2.09 -10.74 -3.52 0.10
H 0.11 -9.68 -3.45 0.09
H 0.27 -11.28 -2.53 0.08
H 0.13 -9.71 -1.70 0.09
C -11.54 1.34 -2.07 -0.09
C -11.05 0.57 -3.33 -0.25
C -10.68 1.41 -4.57 -0.18
C -10.24 0.54 -5.80 -0.08
N -10.03 1.21 -7.19 -0.19
C -11.41 1.64 -7.80 -0.12
C -11.27 1.59 -9.24 -0.19
C -10.12 0.66 -9.60 -0.12
C -9.62 0.17 -8.27 -0.10
C -9.09 2.40 -7.21 -0.09
C -7.54 2.09 -7.11 -0.17
C -6.67 3.36 -6.87 -0.10
H -12.53 1.75 -2.27 0.07
H -10.85 2.11 -1.73 0.07
H -11.67 0.73 -1.17 0.07
H -11.90 0.05 -3.78 0.10
H -10.27 -0.13 -3.03 0.11
H -9.83 2.03 -4.29 0.11
H -11.56 2.04 -4.75 0.12
H -10.94 -0.29 -5.92 0.13
H -9.28 0.04 -5.70 0.13
H -11.67 2.68 -7.58 0.14
H -12.19 0.99 -7.41 0.14
H -11.13 2.60 -9.61 0.12
H -12.24 1.29 -9.65 0.13
H -9.29 1.16 -10.10 0.13
H -10.48 -0.17 -10.21 0.13
H -8.62 -0.23 -8.08 0.14
H -10.12 -0.75 -7.98 0.13
H -9.53 3.04 -6.44 0.13
H -9.38 2.90 -8.13 0.12
H -7.02 1.54 -7.90 0.11
H -7.49 1.49 -6.20 0.10
H -6.80 4.00 -6.00 0.07
H -6.85 4.11 -7.64 0.08
H -5.59 3.18 -6.83 0.08
C 8.52 0.15 4.19 -0.01
C 8.60 0.98 2.87 -0.31
C 9.03 2.48 3.15 -0.16
O 9.28 3.17 1.96 -0.20
C 8.22 3.72 1.25 -0.09
N 9.52 0.34 1.90 0.24
H 9.36 0.75 0.99 0.18
H 10.47 0.41 2.24 0.18
H 9.34 -0.64 1.69 0.18
H 9.56 -0.11 4.42 0.09
H 8.01 -0.76 3.86 0.08
H 7.89 0.69 4.89 0.10
H 7.61 1.03 2.40 0.15
H 10.00 2.43 3.64 0.13
H 8.31 3.00 3.79 0.14
H 7.70 4.46 1.86 0.10
H 7.56 2.96 0.81 0.09
H 8.71 4.22 0.42 0.11
C 6.53 -12.46 3.46 0.07
N 7.34 -13.07 4.58 -0.08
C 6.73 -13.42 5.72 0.02
C 7.39 -14.11 6.73 0.04
C 8.75 -14.37 6.62 -0.14
C 9.35 -13.90 5.47 0.04
C 8.66 -13.26 4.44 0.03
C 9.55 -15.35 7.44 -0.12
C 9.03 -16.61 7.74 0.04
C 9.82 -17.55 8.34 0.02
N 11.10 -17.31 8.73 -0.09
C 11.64 -16.06 8.56 0.05
C 10.85 -15.10 7.92 0.04
C 11.97 -18.43 9.09 0.02
H 6.51 -11.38 3.58 0.12
H 5.50 -12.75 3.68 0.10
H 6.87 -12.87 2.50 0.12
H 5.69 -13.17 5.81 0.15
H 6.94 -14.61 7.57 0.14
H 10.37 -14.23 5.37 0.13
H 9.13 -13.00 3.51 0.16
H 7.98 -16.81 7.55 0.14
H 9.52 -18.52 8.71 0.15
H 12.68 -15.95 8.84 0.15
H 11.36 -14.19 7.64 0.13
H 11.38 -19.33 9.30 0.11
H 12.62 -18.23 9.94 0.12
H 12.58 -18.72 8.24 0.12
O 7.41 -6.16 -2.49 0.09
C 8.20 -6.26 -1.40 -0.89
O 8.32 -5.27 -0.61 -0.05
O 8.71 -7.32 -1.12 0.02
H 7.23 -5.27 -2.17 0.08
O -5.12 -4.82 -7.65 0.05
C -4.40 -4.73 -6.53 -0.95
O -4.45 -3.73 -5.76 -0.10
O -3.74 -5.74 -6.39 -0.03
H -4.52 -5.58 -7.65 0.02
O 8.80 2.03 -5.47 0.05
C 8.66 1.51 -4.26 -0.96
O 9.68 1.31 -3.61 -0.07
O 7.52 1.14 -3.94 -0.10
H 9.75 1.90 -5.47 0.08
O 3.06 4.64 4.90 0.07
C 3.10 3.46 5.47 -1.03
O 4.01 3.27 6.21 -0.03
O 2.18 2.67 5.22 -0.09
H 3.93 4.83 5.25 0.08
O -1.08 11.02 -8.81 0.06
C -1.21 9.71 -8.86 -0.96
O -1.27 9.23 -7.73 -0.10
O -1.51 9.03 -9.85 -0.06
H -0.81 10.90 -7.90 0.07
O -0.52 -7.74 6.08 0.05
C -0.10 -8.49 5.08 -0.92
O -0.33 -9.76 5.08 -0.14
O 0.52 -7.89 4.22 -0.07
H 0.01 -6.99 5.82 0.08
```

Summary:
Kohn-Sham gap in eV: 0.1
Total energy in Eh: -5379.444971
Charge: +3
E_HOMO in Eh: -0.2757
Maximum force in eV/A: 7.0

[2]
ORCA calculation (ωB97M-V with the def2-TZVPD basis set) on a structure of composition C4H5NO in a non-equilibrium geometry.

```
11
Properties=species:S:1:pos:R:3:nbo_charge:R:1
C -0.92 -0.27 0.80 -0.30
C 0.03 0.67 0.82 -0.34
C 1.51 -0.85 -0.84 0.46
O 1.70 -1.83 -0.31 -0.52
C -0.12 1.88 0.05 0.25
N -0.25 2.84 -0.58 -0.29
H -1.84 -0.15 0.24 0.22
H -0.40 -1.08 -1.27 0.02
H -0.77 -1.22 1.31 0.22
H 0.97 0.54 1.34 0.25
H 0.10 -0.53 -1.56 0.05
```

Summary:
Kohn-Sham gap in eV: 10.7
Total energy in Eh: -285.285337
E_HOMO in Eh: -0.3903
Maximum force in eV/A: 2.7

[3]
ORCA calculation (ωB97M-V with the def2-TZVPD basis set) on a structure of composition C22H35N2O10S2Sr.

```
72
Properties=species:S:1:pos:R:3:lowdin_charge:R:1
Sr -0.12 -0.06 -0.46 1.58
C 2.04 -2.65 0.82 -0.16
C 2.10 -2.64 -0.69 -0.15
O 0.83 -2.40 -1.27 -0.24
C -0.09 -3.49 -1.19 -0.15
C -1.37 -3.04 -1.86 -0.14
O -1.86 -1.82 -1.32 -0.22
C -2.90 -1.90 -0.34 -0.15
C -2.39 -2.43 0.98 -0.16
O -1.21 -1.72 1.30 -0.23
C -0.52 -2.21 2.44 -0.16
C 0.81 -1.48 2.52 -0.17
O 1.45 -1.42 1.24 -0.22
H 3.04 -2.75 1.25 0.15
H 1.44 -3.49 1.18 0.12
H 2.51 -3.59 -1.06 0.14
H 2.74 -1.83 -1.03 0.13
H -0.26 -3.76 -0.15 0.11
H 0.32 -4.35 -1.72 0.15
H -2.13 -3.83 -1.78 0.14
H -1.19 -2.86 -2.92 0.14
H -3.73 -2.50 -0.71 0.14
H -3.24 -0.87 -0.22 0.12
H -2.17 -3.50 0.93 0.13
H -3.16 -2.28 1.75 0.15
H -0.40 -3.29 2.34 0.13
H -1.09 -2.01 3.35 0.15
H 1.46 -1.97 3.26 0.14
H 0.65 -0.45 2.82 0.05
C 1.76 -0.18 -3.52 -0.07
O 1.92 0.31 -2.19 -0.29
C 2.47 1.63 -2.18 -0.18
C 2.56 2.07 -0.74 -0.19
O 1.27 2.14 -0.15 -0.34
C 0.65 3.42 -0.28 -0.07
H 2.72 -0.19 -4.04 0.10
H 1.05 0.45 -4.06 0.09
H 1.37 -1.19 -3.44 0.09
H 1.83 2.29 -2.76 0.13
H 3.47 1.62 -2.64 0.14
H 3.07 3.04 -0.67 0.14
H 3.14 1.35 -0.16 0.13
H 1.23 4.17 0.25 0.10
H -0.34 3.34 0.17 0.07
H 0.55 3.70 -1.33 0.10
O -0.92 1.20 -2.49 -0.10
C -1.80 2.04 -2.70 -0.19
C -2.74 2.57 -1.75 -0.12
C -3.60 3.58 -2.22 0.05
C -4.50 4.16 -1.38 -0.15
C -4.60 3.75 -0.03 0.02
C -3.79 2.76 0.44 0.01
C -2.82 2.12 -0.39 -0.38
O -2.07 1.21 0.08 -0.26
N -5.37 5.22 -1.87 -0.36
O -5.27 5.54 -3.04 0.07
O -6.18 5.70 -1.10 0.08
H -1.89 2.46 -3.71 0.14
H -3.54 3.92 -3.24 0.13
H -5.33 4.23 0.60 0.12
H -3.85 2.45 1.48 0.12
S -0.53 1.90 2.73 0.70
C 0.81 2.51 3.46 -1.12
N 0.84 3.38 4.48 -0.06
C 2.12 4.00 4.80 -0.22
C 3.17 2.96 4.41 -0.41
S 2.46 2.13 2.95 0.95
H -0.03 3.76 4.80 0.14
H 2.17 4.24 5.86 0.13
H 2.25 4.92 4.22 0.12
H 3.32 2.23 5.20 0.08
H 4.12 3.42 4.15 0.08
```

Summary:
Kohn-Sham gap in eV: 8.2
Total energy in Eh: -2548.127606
Charge: +1
E_HOMO in Eh: -0.3759
Maximum force in eV/A: 0.5

total energy of number 1 (C88H176N9O19)? -5379.444971 Eh